ORCA calculation (wB97M-V/def2-TZVPD) on 10 unconnected molecules or ions with the total composition C24H51BrN3O10S.

XYZ file:
```
90
C24H51BrN3O10S | the OMol25 dataset | wB97M-V/def2-TZVPD
Br 6.951 0.451 3.070
C 5.701 -0.149 1.625
C 4.184 0.186 1.770
C 3.075 -0.248 0.745
C 1.564 0.139 1.077
C 0.930 1.282 0.143
C -0.133 0.762 -0.953
C -1.219 -0.278 -0.400
S -2.547 -0.719 -1.636
C -3.786 -1.708 -0.696
N -5.092 -1.123 -0.596
N -5.802 -2.016 0.142
C -5.000 -3.148 0.538
O -3.692 -2.956 -0.037
C 3.575 -1.061 -0.491
C 2.582 -1.556 -1.574
N 3.104 -2.304 -2.707
C 4.496 -2.653 -2.894
C 5.563 -2.234 -1.862
C 5.091 -1.390 -0.633
C 6.199 -0.953 0.392
H 3.841 0.777 2.695
H 0.969 -0.835 1.131
H 1.569 0.560 2.153
H 0.416 2.041 0.852
H 1.759 1.897 -0.379
H 0.400 0.392 -1.914
H -0.726 1.697 -1.297
H -0.646 -1.267 -0.193
H -1.658 0.033 0.626
H -5.393 -4.008 1.170
H 1.455 -1.393 -1.557
H 2.439 -2.612 -3.437
H 4.813 -3.279 -3.810
H 6.641 -2.555 -2.036
H 7.304 -1.221 0.281
C -4.442 -6.403 3.563
O -5.246 -5.786 2.567
H -3.426 -6.508 3.180
H -4.426 -5.782 4.461
H -4.843 -7.391 3.800
H -6.138 -5.705 2.931
C -8.869 0.319 -0.313
O -9.155 -0.961 0.230
H -9.781 0.917 -0.307
H -8.108 0.814 0.296
H -8.514 0.211 -1.341
H -8.331 -1.468 0.212
C 1.737 3.563 3.129
O 2.604 2.696 2.408
H 0.713 3.203 3.024
H 2.013 3.564 4.186
H 1.808 4.574 2.723
H 3.502 3.036 2.517
C 0.980 3.901 -2.984
O 1.762 2.776 -2.596
H -0.043 3.756 -2.635
H 1.390 4.806 -2.536
H 0.981 3.990 -4.073
H 2.659 2.932 -2.918
C 9.950 -0.441 -1.492
O 9.640 -1.721 -0.957
H 9.046 0.170 -1.492
H 10.712 0.042 -0.876
H 10.312 -0.548 -2.517
H 10.455 -2.239 -0.968
C 2.759 7.539 -3.924
O 1.822 6.894 -3.073
H 3.198 6.797 -4.590
H 2.252 8.303 -4.518
H 3.548 7.998 -3.323
H 1.448 7.572 -2.494
C -0.162 -0.168 4.844
O -0.297 -0.519 3.473
H 0.442 0.737 4.917
H -1.148 0.020 5.275
H 0.333 -0.978 5.384
H -0.835 -1.321 3.436
C -11.685 3.177 0.273
O -11.831 2.822 -1.093
H -11.094 4.091 0.340
H -12.670 3.350 0.715
H -11.171 2.374 0.809
H -12.356 2.012 -1.123
C 1.903 -5.075 -0.828
O 1.118 -4.438 -1.827
H 2.919 -5.200 -1.204
H 1.925 -4.457 0.074
H 1.481 -6.056 -0.597
H 0.225 -4.341 -1.470
```

Values from the calculation:
Frontier orbital gap = 6.52 eV
Max |F| = 6.10 eV Å⁻¹
2S+1 = 1
Net charge = +1
E_HOMO = -0.3982 Ha

Here is what Mulliken gives for the atomic charges, in e: number 1, Br, carries -0.15; number 2, C, carries -0.50; number 3, C, carries -0.54; number 4, C, carries -0.02; number 5, C, carries 0.16; number 6, C, carries -0.51; number 7, C, carries -0.62; number 8, C, carries -0.52; number 9, S, carries -0.12; number 10, C, carries 0.30; number 11, N, carries -0.30; number 12, N, carries -0.03; number 13, C, carries -0.11; number 14, O, carries -0.23; number 15, C, carries 1.03; number 16, C, carries -0.72; number 17, N, carries 0.17; number 18, C, carries -0.47; number 19, C, carries -0.55; number 20, C, carries 0.46; number 21, C, carries -0.59; number 22, H, carries 0.50; number 23, H, carries 0.38; number 24, H, carries -0.07; number 25, H, carries 0.21; number 26, H, carries 0.32; number 27, H, carries 0.27; number 28, H, carries 0.35; number 29, H, carries 0.18; number 30, H, carries 0.44; number 31, H, carries 0.40; number 32, H, carries 0.23; number 33, H, carries 0.30; number 34, H, carries 0.32; number 35, H, carries 0.44; number 36, H, carries 0.45; number 37, C, carries -0.52; number 38, O, carries -0.51; number 39, H, carries 0.21; number 40, H, carries 0.26; number 41, H, carries 0.24; number 42, H, carries 0.29; number 43, C, carries -0.21; number 44, O, carries -0.52; number 45, H, carries -0.05; number 46, H, carries 0.22; number 47, H, carries 0.26; number 48, H, carries 0.32; number 49, C, carries -0.73; number 50, O, carries -0.35; number 51, H, carries 0.25; number 52, H, carries 0.31; number 53, H, carries 0.30; number 54, H, carries 0.27; number 55, C, carries -0.47; number 56, O, carries -0.44; number 57, H, carries 0.25; number 58, H, carries 0.20; number 59, H, carries 0.25; number 60, H, carries 0.25; number 61, C, carries -0.54; number 62, O, carries -0.49; number 63, H, carries 0.22; number 64, H, carries 0.28; number 65, H, carries 0.27; number 66, H, carries 0.29; number 67, C, carries -0.53; number 68, O, carries -0.47; number 69, H, carries 0.22; number 70, H, carries 0.25; number 71, H, carries 0.26; number 72, H, carries 0.27; number 73, C, carries -0.60; number 74, O, carries -0.36; number 75, H, carries 0.16; number 76, H, carries 0.28; number 77, H, carries 0.30; number 78, H, carries 0.26; number 79, C, carries -0.49; number 80, O, carries -0.50; number 81, H, carries 0.20; number 82, H, carries 0.25; number 83, H, carries 0.21; number 84, H, carries 0.30; number 85, C, carries -0.58; number 86, O, carries -0.47; number 87, H, carries 0.21; number 88, H, carries 0.24; number 89, H, carries 0.33; number 90, H, carries 0.28

ORCA calculation (wB97M-V/def2-TZVPD) on a molecular structure, C26H37Br39FOP.

XYZ file:
```
105
C26H37Br39FOP | the OMol25 dataset | wB97M-V/def2-TZVPD
C -3.715 1.857 2.181
C -3.288 1.559 1.126
P -2.746 1.426 -0.590
C -1.425 0.214 -1.040
C -0.709 -0.239 0.241
C 0.748 -0.585 -0.011
C 1.265 -1.164 1.317
C 0.951 -1.618 -1.108
C -4.132 0.142 -0.920
C -5.372 0.528 -0.176
C -6.703 0.605 -1.090
O -5.858 1.746 -0.418
C -1.512 2.833 -0.192
F -0.424 2.857 -1.060
C -2.178 4.203 -0.239
C -2.568 4.742 1.131
H -4.060 2.314 3.044
H -3.308 2.225 -1.622
H -1.914 -0.650 -1.426
H -0.760 0.551 -1.810
H -1.204 -1.135 0.564
H -0.745 0.492 1.024
H 1.238 0.344 -0.222
H 2.347 -1.029 1.430
H 0.811 -0.686 2.169
H 1.005 -2.201 1.377
H 0.094 -1.724 -1.747
H 1.785 -1.360 -1.727
H 1.091 -2.573 -0.650
H -3.951 -0.815 -0.464
H -4.424 0.073 -1.944
H -5.496 0.144 0.784
H -7.538 1.299 -1.071
H -7.198 -0.051 -0.301
H -1.132 2.736 0.808
H -2.984 4.232 -0.950
H -1.431 4.899 -0.627
H -1.863 4.459 1.888
H -3.568 4.449 1.365
H -2.522 5.812 1.071
C 5.407 -0.317 -0.579
Br 4.477 1.084 0.353
Br 5.124 -2.040 0.237
Br 4.974 -0.344 -2.451
H 6.461 -0.099 -0.498
C 0.603 7.266 -2.368
Br -0.444 8.555 -1.393
Br 0.461 5.512 -1.592
Br 0.147 7.249 -4.236
H 1.633 7.574 -2.296
C 5.924 -1.115 -6.366
Br 6.946 -2.477 -5.480
Br 5.906 -1.349 -8.273
Br 4.143 -1.008 -5.647
H 6.408 -0.173 -6.167
C -6.363 5.289 3.959
Br -6.551 3.979 2.570
Br -7.979 5.489 4.979
Br -4.850 4.903 5.085
H -6.169 6.235 3.480
C -6.310 -0.621 -5.175
Br -4.842 -0.496 -6.423
Br -6.459 -2.391 -4.435
Br -6.211 0.704 -3.778
H -7.213 -0.434 -5.734
C -5.309 5.849 -3.210
Br -3.835 5.976 -4.436
Br -5.473 4.087 -2.476
Br -5.204 7.184 -1.825
H -6.209 6.046 -3.773
C 5.221 -5.908 -3.607
Br 6.738 -5.893 -4.792
Br 5.197 -4.362 -2.467
Br 3.570 -6.108 -4.570
H 5.325 -6.771 -2.971
C 8.523 -4.435 2.163
Br 9.007 -3.207 3.559
Br 6.795 -5.211 2.495
Br 8.670 -3.627 0.420
H 9.240 -5.239 2.189
C 6.690 -8.652 5.165
Br 8.030 -8.544 3.794
Br 6.797 -7.165 6.381
Br 4.915 -8.830 4.458
H 6.898 -9.542 5.735
C -9.227 6.439 -3.168
Br -10.691 6.409 -1.925
Br -8.787 4.673 -3.790
Br -9.553 7.644 -4.629
H -8.367 6.813 -2.634
C 6.813 1.026 4.079
Br 4.932 0.701 4.299
Br 7.829 0.363 5.571
Br 7.464 0.319 2.417
H 6.952 2.094 4.049
C 2.360 -7.310 2.273
Br 3.310 -8.148 0.825
Br 2.999 -5.536 2.631
Br 0.461 -7.332 1.990
H 2.557 -7.898 3.156
C 2.823 -5.571 6.914
Br 2.171 -4.044 5.962
Br 2.839 -5.290 8.815
Br 1.855 -7.167 6.438
H 3.846 -5.720 6.605
```

Values from the calculation:
Frontier orbital gap = 7.33 eV
Max |F| = 4.50 eV Å⁻¹
2S+1 = 1
E_HOMO = -0.2826 Ha

These are the Mulliken partial charges, in e, on atoms 1 to 99: number 1, C, carries 1.25; number 2, C, carries -1.90; number 3, P, carries 1.32; number 4, C, carries -1.78; number 5, C, carries -1.01; number 6, C, carries 1.16; number 7, C, carries -1.60; number 8, C, carries -1.51; number 9, C, carries -0.92; number 10, C, carries -0.22; number 11, C, carries -1.20; number 12, O, carries -0.11; number 13, C, carries -0.17; number 14, F, carries -0.47; number 15, C, carries 1.59; number 16, C, carries -1.41; number 17, H, carries 0.45; number 18, H, carries -0.32; number 19, H, carries 0.90; number 20, H, carries 0.78; number 21, H, carries 0.30; number 22, H, carries 0.46; number 23, H, carries 0.31; number 24, H, carries 0.16; number 25, H, carries 0.41; number 26, H, carries 0.50; number 27, H, carries 0.45; number 28, H, carries 0.15; number 29, H, carries 0.43; number 30, H, carries 0.54; number 31, H, carries 0.05; number 32, H, carries 0.65; number 33, H, carries 0.54; number 34, H, carries 0.16; number 35, H, carries 0.43; number 36, H, carries -0.27; number 37, H, carries -0.93; number 38, H, carries 0.35; number 39, H, carries 0.14; number 40, H, carries 0.54; number 41, C, carries -0.49; number 42, Br, carries -0.03; number 43, Br, carries 0.14; number 44, Br, carries 0.02; number 45, H, carries 0.41; number 46, C, carries -0.37; number 47, Br, carries -0.04; number 48, Br, carries 0.02; number 49, Br, carries -0.03; number 50, H, carries 0.33; number 51, C, carries -0.31; number 52, Br, carries 0.02; number 53, Br, carries -0.05; number 54, Br, carries -0.07; number 55, H, carries 0.35; number 56, C, carries -0.33; number 57, Br, carries 0.02; number 58, Br, carries -0.05; number 59, Br, carries -0.06; number 60, H, carries 0.39; number 61, C, carries -0.44; number 62, Br, carries -0.05; number 63, Br, carries -0.06; number 64, Br, carries 0.14; number 65, H, carries 0.38; number 66, C, carries -0.33; number 67, Br, carries -0.02; number 68, Br, carries 0.19; number 69, Br, carries -0.05; number 70, H, carries 0.21; number 71, C, carries -0.35; number 72, Br, carries -0.05; number 73, Br, carries 0.18; number 74, Br, carries -0.03; number 75, H, carries 0.30; number 76, C, carries -0.39; number 77, Br, carries -0.02; number 78, Br, carries 0.16; number 79, Br, carries -0.04; number 80, H, carries 0.33; number 81, C, carries -0.34; number 82, Br, carries -0.03; number 83, Br, carries -0.03; number 84, Br, carries 0.05; number 85, H, carries 0.35; number 86, C, carries -0.06; number 87, Br, carries -0.03; number 88, Br, carries 0.00; number 89, Br, carries 0.00; number 90, H, carries 0.06; number 91, C, carries -0.32; number 92, Br, carries -0.02; number 93, Br, carries -0.04; number 94, Br, carries -0.01; number 95, H, carries 0.37; number 96, C, carries -0.08; number 97, Br, carries -0.01; number 98, Br, carries 0.10; number 99, Br, carries -0.04